# C11H15BN6O2Os

C11H15BN6O2Os as an isolated structure (ωB97M-V/def2-TZVPD, OMol25).

Each line ends with the Mulliken charge.
Element x y z (Å)
H 0.95680 3.47414 0.17360  0.494
N 0.61379 1.94709 -1.22522  -0.276
B 0.34762 0.47859 -3.33735  -0.085
N 0.66918 1.85255 -2.64241  0.115
C 1.02200 3.05716 -3.09007  -0.077
Os 0.48588 0.31061 -0.23951  1.045
H 1.11081 3.24372 -4.12968  0.532
C 1.20459 3.94218 -2.03086  -0.992
H 1.48706 4.97322 -2.00775  0.443
C 0.94086 3.23303 -0.87252  -0.049
H 0.31554 0.54947 -4.52717  0.018
C -1.55535 -2.11014 1.76529  -0.854
H -1.12314 -2.50917 2.71329  0.324
H -0.72301 -1.80201 1.06553  -0.023
H -2.03806 -3.11027 1.53397  0.331
N -1.06841 0.10721 -2.79320  0.454
N 1.25321 -0.68741 -2.87570  0.127
N -1.25561 -0.04274 -1.43924  -0.211
N 1.35884 -0.94208 -1.50106  -0.334
C -2.21469 -0.17550 -3.44512  -0.006
C 2.05197 -1.55726 -3.50663  -0.087
H -2.29464 -0.11736 -4.51862  0.501
H 2.15416 -1.52995 -4.54834  0.543
C -3.19498 -0.51221 -2.50537  -0.809
C 2.66822 -2.38880 -2.57893  -0.966
C -2.55710 -0.41989 -1.24896  -0.067
C 2.20912 -1.99680 -1.34076  -0.076
H -4.22353 -0.79316 -2.64184  0.458
H 3.38006 -3.18259 -2.71007  0.446
H -2.91156 -0.62346 -0.25739  0.464
H 2.39516 -2.35416 -0.34587  0.511
H -2.30199 -1.32206 1.99823  0.284
O 1.77028 0.71082 2.99328  -0.432
C 1.48016 0.55517 1.82013  0.329
O 2.22502 0.21650 0.78945  -0.503
H 0.35593 0.76554 1.57426  0.429

Cartesian forces, eV/Å:
0.1 0.3 0.1
0.5 3.0 -2.3
0.5 0.3 -0.1
0.0 0.3 1.4
-0.1 -0.2 0.4
0.2 -3.5 1.0
0.1 0.1 -0.7
-0.1 0.0 1.0
0.1 0.3 -0.5
-0.1 -1.5 -1.5
0.0 0.1 0.2
0.0 -1.6 0.9
0.2 1.2 -0.4
-1.0 -0.5 0.6
0.2 1.5 -0.9
-2.6 -0.7 -2.0
0.6 -0.1 1.1
-3.1 -1.0 1.5
0.2 -1.0 -1.7
2.6 0.9 -0.1
-0.3 0.3 1.1
0.1 0.0 -0.1
0.1 0.0 -1.3
-0.6 -0.2 0.7
0.1 -0.3 0.5
3.5 1.0 0.5
-0.8 1.1 -0.4
-0.1 -0.1 -0.3
0.0 0.0 -0.4
-0.2 0.0 0.2
0.2 -0.1 0.1
0.6 -0.5 -0.2
-1.0 -0.4 -3.0
3.0 0.1 4.7
-2.2 0.7 -0.1
-0.8 0.4 0.3

The relative energy (zero: lowest compared OMol25 entry of this formula, charge and spin) is 0.0 kcal per mole. The value obtained for the HOMO-LUMO gap (spin up / spin down) is 7.64 / 4.04 eV. As for the expectation value of S²: 6.025. The multiplicity is 5. Its charge is +2. The LUMO energy (spin up / spin down) is -7.23 / -12.22 eV.

=====

# C11H15Br3N4S

C11H15Br3N4S as an isolated structure (ωB97M-V/def2-TZVPD, OMol25).

Each line ends with the Mulliken charge.
Element x y z (Å)
C -0.02565 -1.02067 -2.87658  -0.940
N 0.97968 -0.11985 -2.32632  -0.221
C 1.14419 -0.29957 -0.88951  -1.693
C -0.05964 0.10080 -0.06078  1.325
C -0.34757 -0.71056 0.98840  -0.472
C -1.44506 -0.42052 1.83361  0.747
N -1.86075 -1.11575 2.89843  -0.472
S -3.15955 -0.36553 3.45133  0.128
N -3.26806 0.86707 2.42792  -0.720
C -2.25934 0.71662 1.56008  0.692
C -1.94048 1.55545 0.46503  -0.678
C -0.86833 1.27742 -0.32457  0.599
C -0.51736 2.26576 -1.40958  -1.281
C 0.73790 3.06203 -1.06511  -0.354
N 0.46313 3.95959 0.06316  -0.646
H -1.02677 -0.70508 -2.57892  0.285
H 0.01577 -0.98534 -3.96486  0.344
H 0.11127 -2.06369 -2.56099  0.328
H 1.86376 -0.31639 -2.77666  0.275
H 2.02386 0.26090 -0.56408  0.434
H 1.34686 -1.35480 -0.65480  0.258
H 0.23357 -1.60238 1.18164  -0.112
H -2.55082 2.43018 0.28430  0.384
H -0.38176 1.76800 -2.36623  0.294
H -1.33997 2.97862 -1.48677  0.422
H 1.02607 3.68014 -1.91494  0.402
H 1.56673 2.37349 -0.86333  0.206
H 0.22252 3.42219 0.88881  0.237
H 1.29374 4.48860 0.29853  0.235
C 1.54625 -4.93510 2.43697  -0.347
Br 2.86444 -5.36679 3.76901  -0.023
Br 0.16540 -3.79937 3.13676  0.009
Br 2.36112 -4.16360 0.87029  -0.043
H 1.08487 -5.86187 2.12975  0.399

Cartesian forces, eV/Å:
0.0 0.0 -0.1
0.0 -0.2 0.0
0.1 -0.1 -0.2
0.0 0.1 -0.1
-0.1 -0.3 0.2
-0.2 0.2 0.0
0.1 -0.2 0.0
-0.1 0.2 0.1
0.0 -0.2 0.0
0.0 -0.1 0.1
-0.1 0.1 0.1
0.2 0.1 -0.1
-0.1 0.1 0.0
0.0 0.1 0.2
0.1 0.0 0.0
0.0 0.0 0.1
0.0 0.0 0.0
0.0 0.0 0.0
0.0 0.1 0.0
0.0 0.1 0.0
0.0 0.0 0.1
0.0 0.0 0.0
0.0 0.0 0.0
0.0 0.0 0.0
0.0 0.0 -0.1
0.0 0.0 -0.1
0.0 0.0 -0.1
0.0 0.0 0.0
0.0 0.0 0.0
0.0 0.0 0.1
0.0 0.0 0.0
0.0 0.0 0.0
0.0 0.0 0.0
0.0 0.0 0.0

The value obtained for the HOMO-LUMO gap is 8.50 eV. The LUMO energy is -0.35 eV.

=====

# C11H15BrN3

A 2-piece molecular cluster, C11H15BrN3 overall (ωB97M-V/def2-TZVPD, OMol25).

Each line ends with the Mulliken charge.
Element x y z (Å)
Br -1.88978 2.66583 2.10162  -0.150
C -1.90793 0.88767 1.34223  -0.657
C -0.89930 0.74561 0.19547  -0.559
C -1.56772 0.68183 -1.17676  -0.516
N -0.88480 1.46785 -2.22100  0.143
C -1.43788 1.78433 -3.44485  -0.294
C -0.54767 2.52413 -4.12063  -0.423
N 0.55546 2.64495 -3.30913  -0.012
C 0.34406 1.95601 -2.19495  -0.133
H -2.92812 0.70463 1.01879  0.415
H -1.66891 0.20278 2.14841  0.330
H -0.32309 -0.15528 0.38499  0.137
H -0.22511 1.59633 0.24975  0.399
H -1.63010 -0.34033 -1.54521  0.368
H -2.58066 1.07957 -1.12726  0.388
H -2.43383 1.48417 -3.72031  0.442
H -0.62850 2.98271 -5.08913  0.407
H 1.39415 3.15996 -3.52599  0.222
H 1.03459 1.84795 -1.37857  0.438
N 0.24592 -1.80647 2.49114  -0.379
C 1.15420 -1.80801 3.46487  -0.204
C 2.39172 -2.42619 3.35521  -0.446
C 2.70718 -3.07528 2.17297  -0.164
C 1.77153 -3.08223 1.14945  -0.536
C 0.56359 -2.44027 1.36471  -0.194
H 0.87333 -1.29641 4.37815  0.378
H 3.08717 -2.39894 4.18214  0.363
H 3.66131 -3.57064 2.05199  0.386
H 1.96914 -3.58058 0.21040  0.360
H -0.19994 -2.43567 0.59153  0.489

Cartesian forces, eV/Å:
-0.1 0.2 0.0
0.0 -0.2 0.0
-0.2 0.0 0.2
-0.1 0.0 0.1
0.3 -0.2 -0.3
-0.7 -0.2 0.2
0.2 0.4 -0.4
0.1 -0.2 -0.3
0.0 0.2 0.6
0.0 0.0 0.0
0.1 0.0 0.0
0.2 0.0 -0.1
0.1 0.0 0.0
0.0 0.0 0.0
0.0 0.1 0.0
0.0 0.0 0.1
0.1 0.0 0.0
0.1 -0.1 0.0
0.1 0.1 0.0
0.0 0.1 -0.1
0.0 0.0 0.1
0.0 0.0 0.0
0.0 0.0 0.0
0.0 0.0 0.0
0.0 0.0 -0.1
0.0 0.0 0.0
0.0 0.0 0.0
0.0 0.0 0.0
0.0 0.0 0.0
0.0 -0.1 0.0

The value obtained for the HOMO-LUMO gap is 9.19 eV. Its charge is +1. The LUMO energy is -2.96 eV.

=====

# C11H15BrNO2

A 2-piece molecular cluster, C11H15BrNO2 overall (ωB97M-V/def2-TZVPD, OMol25).

Each line ends with the Mulliken charge.
Element x y z (Å)
C 3.81406 -0.56835 0.50671  -0.476
C 3.29357 0.67952 0.82486  -0.644
C 3.05335 -1.37663 -0.29509  -0.642
C 2.16297 1.13888 0.20305  0.056
C 1.88069 -0.93278 -0.88911  -0.416
C 1.48149 0.40152 -0.76482  0.558
C -0.93025 1.48858 0.62348  -0.237
C -2.03984 0.87607 1.47089  -0.760
C -3.23163 -0.13682 -0.21037  -0.492
C -1.95424 -0.05966 -0.91724  0.593
C 0.19534 0.79644 -1.50435  -1.578
N -1.02268 0.83671 -0.63823  0.293
O -3.28195 0.85877 0.80310  -0.380
O -1.86830 -0.83319 -1.96260  -0.432
Br -0.76133 -2.75890 0.64118  -0.223
H 4.58524 -1.11511 0.91905  0.420
H 3.74809 1.34434 1.60479  0.324
H 3.39925 -2.47484 -0.43747  0.275
H 1.86595 2.18402 0.50251  0.443
H 1.12609 -1.45637 -1.45696  0.551
H -1.08110 2.50705 0.63219  0.228
H -0.06349 1.31906 1.21431  0.343
H -1.57625 -0.02916 1.81704  0.340
H -2.32174 1.45306 2.49413  0.332
H -4.03156 -0.02340 -0.83100  0.457
H -3.56196 -1.13675 0.33143  0.271
H 0.09986 1.84974 -1.88428  0.378
H 0.12508 0.11749 -2.23587  0.731
H -0.53785 -3.58157 1.76309  0.269
H -2.56686 -1.36769 -2.32441  0.417

Cartesian forces, eV/Å:
-2.1 0.3 -0.4
1.3 0.6 1.3
-0.2 -2.9 -1.2
-0.6 2.4 -0.2
-0.7 1.3 -0.6
-0.3 -0.2 1.1
-2.4 -0.9 2.2
-0.7 2.5 3.4
0.0 -1.1 4.8
-0.8 0.2 -0.1
1.0 4.3 2.9
0.3 -3.5 -1.7
0.4 -0.8 -0.6
2.7 0.8 -0.5
0.0 0.0 -0.2
2.1 0.0 1.2
-0.3 -0.8 -0.9
-0.8 2.0 0.2
0.1 -1.2 -0.6
0.7 -1.2 -0.3
-0.2 2.5 -1.0
1.2 -0.6 -0.4
-0.9 -1.4 0.0
1.2 -0.9 -2.5
-2.1 0.9 -2.2
1.6 1.2 -1.3
1.2 -0.9 -0.2
-0.9 -2.1 -2.8
0.0 -0.2 0.3
-1.1 -0.2 0.5

The relative energy (zero: lowest compared OMol25 entry of this formula, charge and spin) is 13.3 kcal per mole. The value obtained for the HOMO-LUMO gap is 8.91 eV. Its charge is +1. The LUMO energy is -3.65 eV.

=====

Result set for F_max: 5.574, 0.329, 0.730, 5.257 eV/A, one per record in the order listed.